{
  "formula": "C54H41Br2MnN2O5P2S",
  "method": "wB97M-V/def2-TZVPD",
  "elements": ["Br", "Br", "Mn", "S", "P", "P", "O", "O", "O", "O", "O", "N", "N", "C", "C", "C", "C", "C", "C", "C", "C", "C", "C", "C", "C", "C", "C", "C", "C", "C", "C", "C", "C", "C", "C", "C", "C", "C", "C", "C", "C", "C", "C", "C", "C", "C", "C", "C", "C", "C", "C", "C", "C", "C", "C", "C", "C", "C", "C", "C", "C", "C", "C", "C", "C", "C", "C", "H", "H", "H", "H", "H", "H", "H", "H", "H", "H", "H", "H", "H", "H", "H", "H", "H", "H", "H", "H", "H", "H", "H", "H", "H", "H", "H", "H", "H", "H", "H", "H", "H", "H", "H", "H", "H", "H", "H", "H", "H"],
  "coordinates": [[1.14, 4.09, -0.01], [2.39, 1.97, 2.04], [0.41, 0.44, -0.26], [-1.72, -1.54, -0.14], [1.45, -1.89, 0.32], [-1.55, 1.40, 1.21], [3.51, 1.84, -5.13], [2.26, 1.20, -0.86], [-1.77, -0.38, -1.12], [1.95, 1.46, -6.66], [3.67, 1.74, -2.52], [-0.48, 0.31, -3.49], [0.37, 0.57, -2.49], [0.34, 2.69, 5.19], [0.07, 0.60, -4.68], [1.35, 1.08, -4.44], [0.00, 1.36, 4.94], [3.35, -1.00, 3.84], [-1.46, -3.01, -1.07], [-5.33, -3.03, 1.00], [-2.29, 3.92, -1.89], [2.92, -2.10, -0.73], [1.37, -5.95, 0.08], [-7.03, -0.57, 3.27], [-1.39, -5.55, -2.20], [0.07, 3.66, 4.25], [1.96, -1.84, 2.07], [-1.90, 2.85, -1.10], [4.18, -2.49, -0.28], [3.75, -2.05, -2.99], [2.30, 1.48, -5.51], [2.73, 3.48, 0.89], [-0.47, -5.15, -1.21], [1.40, -2.31, 4.37], [-2.34, -3.37, -2.07], [-5.71, 0.02, 2.85], [-3.34, -1.70, 0.55], [-3.79, -0.62, 1.38], [-4.07, -2.86, 0.41], [-3.14, 0.61, 1.78], [1.48, 1.03, -3.04], [-2.30, -4.64, -2.68], [-5.83, -2.02, 1.75], [-7.13, -1.90, 2.49], [-3.21, 5.00, 0.04], [-1.15, -6.99, -2.54], [2.52, -1.60, 4.78], [-5.06, -0.85, 1.95], [2.71, -1.90, -2.09], [5.22, -2.63, -1.18], [0.73, -3.57, 0.15], [0.39, -6.20, -0.84], [-0.40, -3.86, -0.68], [2.59, 1.36, -2.09], [-2.15, 2.85, 0.27], [5.01, -2.41, -2.54], [3.07, -1.11, 2.49], [-0.54, 3.32, 3.05], [-2.82, 3.93, 0.83], [-5.07, 1.15, 3.24], [0.00, -7.44, -1.60], [-2.94, 5.00, -1.32], [1.12, -2.43, 3.02], [-0.62, 1.03, 3.75], [-3.80, 1.41, 2.69], [-0.90, 2.01, 2.80], [1.54, -4.63, 0.52], [-0.45, 0.47, -5.61], [3.08, 4.29, 1.52], [3.62, 1.83, -4.14], [-0.88, -0.01, 3.56], [0.22, 0.60, 5.67], [3.45, 3.16, 0.14], [6.20, -2.92, -0.83], [0.85, -7.84, -2.16], [-7.96, -1.88, 1.78], [-7.04, -0.73, 4.35], [-3.04, 3.96, 1.88], [0.25, -3.00, 2.70], [-1.39, 2.01, -1.56], [-0.87, -7.09, -3.59], [-3.24, 5.84, -1.93], [0.35, 4.69, 4.43], [5.83, -2.51, -3.24], [-3.30, 2.30, 3.05], [0.82, 2.96, 6.12], [4.21, -0.43, 4.16], [-5.87, -3.96, 0.85], [-3.12, -2.68, -2.36], [4.36, -2.68, 0.77], [1.72, -1.62, -2.45], [-2.08, 3.91, -2.95], [-7.85, 0.11, 3.04], [2.41, -4.41, 1.14], [2.05, -6.72, 0.42], [3.70, -0.61, 1.77], [-1.39, -0.06, -3.25], [-2.05, -7.59, -2.40], [-0.32, -8.23, -0.92], [-7.30, -2.75, 3.15], [-0.69, 4.09, 2.30], [-3.00, -4.89, -3.46], [2.75, -1.51, 5.83], [3.57, -1.88, -4.04], [0.76, -2.77, 5.09], [-5.50, 1.85, 3.95], [-3.72, 5.84, 0.49], [-3.66, -3.67, -0.16]],
  "lowdin_spin": [0.01, 0.02, 4.70, 0.02, 0.03, 0.02, 0.00, 0.05, 0.04, 0.00, 0.01, 0.00, 0.03, 0.00, 0.01, 0.00, 0.00, 0.00, 0.00, 0.00, 0.00, 0.00, 0.00, 0.00, 0.00, 0.00, 0.01, 0.01, 0.00, 0.00, 0.00, 0.00, 0.00, 0.00, 0.00, 0.00, 0.00, 0.00, 0.00, 0.00, 0.01, 0.00, 0.00, 0.00, 0.00, 0.00, 0.00, 0.00, 0.00, 0.00, 0.00, 0.00, 0.00, 0.01, 0.00, 0.00, 0.00, 0.00, 0.00, 0.00, 0.00, 0.00, 0.00, 0.00, 0.00, 0.00, 0.00, 0.00, 0.00, 0.00, 0.00, 0.00, 0.00, 0.00, 0.00, 0.00, 0.00, 0.00, 0.00, 0.00, 0.00, 0.00, 0.00, 0.00, 0.00, 0.00, 0.00, 0.00, 0.00, 0.00, 0.00, 0.00, 0.00, 0.00, 0.00, 0.00, 0.00, 0.00, 0.00, 0.00, 0.00, 0.00, 0.00, 0.00, 0.00, 0.00, 0.00, 0.00],
  "s2": 8.756,
  "spin_multiplicity": 6,
  "relative_energy_kcal_mol": 0.0,
  "mol_weight_da": 1106.692,
  "charge": 1,
  "e_homo_ev": [-10.67, -10.71],
  "gap_ev": [7.89, 7.92]
}